Below is a structure of composition C28H47CrN2O4S2SbSi3, with properties calculated with ωB97M-V/def2-TZVPD.

XYZ file:
```
88
C28H47CrN2O4S2SbSi3 | the OMol25 dataset | ωB97M-V/def2-TZVPD
Cr -0.93965 1.03705 0.78162
C -1.88160 4.05489 -0.46554
C -1.89589 2.72389 -1.14264
N -2.62208 1.76970 -0.67519
N -2.86385 0.71951 -1.56772
C -2.84526 -0.45482 -1.05969
S -2.27823 -0.89684 0.51684
S -3.40089 -1.82512 -2.02700
C -4.08329 -1.02391 -3.50837
C -3.17637 -1.09958 -4.70498
C -3.56512 -1.81415 -5.83290
C -2.73454 -1.90318 -6.94291
C -1.49965 -1.27364 -6.93208
C -1.10488 -0.55606 -5.80898
C -1.93509 -0.46623 -4.70364
C -0.99752 2.51674 -2.29421
C -1.09660 3.13899 -3.52676
C -0.14908 2.89858 -4.51371
C 0.90794 2.03890 -4.23557
C 1.02750 1.42017 -3.00117
C 0.08064 1.65377 -1.99417
O 0.20129 1.12359 -0.79297
H -2.22798 4.79683 -1.19430
H -0.86572 4.34349 -0.18932
H -2.53281 4.06132 0.40420
H -4.28225 0.00837 -3.22074
H -5.02776 -1.52582 -3.71892
H -4.52857 -2.31248 -5.83982
H -3.05215 -2.46782 -7.81117
H -0.84545 -1.34187 -7.79264
H -0.14465 -0.05763 -5.78830
H -1.62349 0.09691 -3.83085
H -1.93115 3.80318 -3.72338
H -0.23642 3.36943 -5.48395
H 1.65613 1.84536 -4.99635
H 1.85423 0.75341 -2.79060
O -1.38810 1.09500 2.79363
O -0.36764 0.85613 3.80756
C 1.25805 -2.09814 -1.36316
Si 2.42922 -1.56087 -0.00187
C 3.58603 -0.21525 -0.63377
C 3.48699 -3.05217 0.47734
Sb 1.06884 -0.52429 1.90992
Si 2.87773 0.32680 3.47633
C 2.24552 0.35029 5.23897
C 3.36638 2.05999 2.95062
C 4.43668 -0.73079 3.40412
Si 0.29963 -2.64830 3.07558
C 1.71767 -3.45359 4.01629
C -0.29149 -3.86059 1.77252
C -1.09138 -2.24851 4.25331
H 1.80415 -2.39157 -2.26514
H 0.56636 -1.29293 -1.61824
H 0.65873 -2.95036 -1.03480
H 4.06815 -0.50809 -1.57159
H 4.37096 -0.00942 0.09885
H 3.02949 0.70889 -0.80404
H 4.06900 -3.40223 -0.38086
H 2.85611 -3.87909 0.81085
H 4.18386 -2.81389 1.28388
H 1.24603 0.78819 5.26743
H 2.91251 0.94138 5.87436
H 2.19514 -0.65735 5.65519
H 2.52935 2.75210 3.05317
H 3.69097 2.07490 1.90751
H 4.19244 2.42028 3.57115
H 4.22359 -1.77173 3.65243
H 5.17680 -0.35594 4.11796
H 4.88733 -0.70520 2.40915
H 2.55259 -3.69280 3.35440
H 1.37646 -4.38220 4.48380
H 2.08430 -2.79491 4.80448
H 0.51397 -4.12591 1.08498
H -1.10457 -3.42734 1.18701
H -0.64839 -4.78160 2.24350
H -0.72961 -1.63244 5.07819
H -1.53525 -3.16678 4.64910
H -1.86107 -1.66074 3.75010
C -3.78557 2.18469 2.45840
O -2.62785 3.01189 2.41730
C -1.42570 2.34710 2.20323
C -0.26095 3.26944 2.46648
H -3.85577 1.56228 1.56530
H -4.63614 2.86366 2.50462
H -3.77427 1.54598 3.34242
H -0.63235 4.29067 2.54433
H 0.48534 3.22983 1.66593
H 0.20995 2.96047 3.39967
```

Output
**Total charge**: -1
**E_LUMO (alpha / beta)**: 2.65 / 2.65 eV
**Gap between HOMO and LUMO (alpha / beta)**: 7.41 / 7.23 eV
**2S+1**: 2

Below is a structure of composition C28H47MnN4O9PS2SbSeSi3 at a distorted geometry, with properties calculated with ωB97M-V/def2-TZVPD.

XYZ file:
```
97
C28H47MnN4O9PS2SbSeSi3 | the OMol25 dataset | ωB97M-V/def2-TZVPD
Mn 0.73729 -0.73749 -0.30015
C 3.47814 -6.61491 -0.86697
C 2.30910 -5.66491 -0.73937
O 2.70346 -4.37293 -1.23171
P 2.38543 -3.05941 -0.37779
S 2.85459 -1.51669 -1.50038
S 0.46901 -3.05169 0.23272
O 3.22425 -3.22558 0.96125
C 4.66374 -3.07337 0.97036
C 5.09784 -2.91705 2.40843
H 3.17550 -7.61916 -0.57111
H 4.30387 -6.30270 -0.22751
H 3.83212 -6.64904 -1.89626
H 1.97734 -5.58718 0.30056
H 1.45896 -5.99161 -1.34330
H 4.92251 -2.19330 0.37559
H 5.10855 -3.95522 0.49810
H 4.70293 -1.99090 2.82249
H 6.18555 -2.89523 2.46062
H 4.73978 -3.75550 3.00508
O 3.52922 0.13262 2.42047
C 2.81978 0.25948 1.43266
O 1.76922 -0.48358 1.25242
C 3.13984 1.33011 0.40867
C 4.34801 1.97419 0.58029
C 4.69447 3.04009 -0.24211
C 3.81502 3.50524 -1.19677
C 2.60030 2.85763 -1.36055
C 2.23497 1.71702 -0.62253
O 1.14608 1.10444 -0.86380
N 1.68155 3.41478 -2.34265
O 0.60609 2.82588 -2.49385
O 1.99160 4.41083 -2.96499
N 5.97871 3.71217 -0.06618
O 6.74259 3.24571 0.75343
O 6.20352 4.68712 -0.75333
H 5.00663 1.64284 1.37038
H 4.05994 4.36089 -1.80759
C -1.92912 -3.13928 3.08824
Si -2.84426 -2.02941 1.88622
C -3.42713 -2.92075 0.34447
C -4.29890 -1.20995 2.74252
Sb -1.22759 -0.16808 1.16675
Si -0.30278 0.73163 3.39647
C 0.63554 2.29221 2.92548
C -1.76106 1.14845 4.51053
C 0.74812 -0.56009 4.23972
Si -2.75178 1.71301 0.31205
C -3.85778 2.42551 1.65171
C -1.64059 3.07412 -0.33775
C -3.85459 0.94835 -1.01476
H -2.38465 -4.12906 3.12897
H -1.96324 -2.70773 4.08986
H -0.88436 -3.26350 2.80410
H -3.94037 -3.85015 0.59185
H -2.59024 -3.15659 -0.31345
H -4.11717 -2.28241 -0.21002
H -4.97182 -1.97231 3.13496
H -4.86828 -0.59101 2.05350
H -3.97478 -0.58934 3.57474
H 0.03962 3.18108 3.13128
H 0.88638 2.29865 1.86449
H 1.57000 2.36643 3.48251
H -2.59937 1.57247 3.96574
H -1.45516 1.87118 5.26527
H -2.10928 0.25939 5.03222
H 1.75595 -0.57709 3.82890
H 0.32248 -1.55576 4.11522
H 0.79931 -0.34331 5.30826
H -3.29857 3.05363 2.34012
H -4.36947 1.65833 2.22709
H -4.61749 3.04813 1.17936
H -1.37132 3.74806 0.47695
H -2.14116 3.65995 -1.10975
H -0.71127 2.68012 -0.75048
H -4.80797 0.65723 -0.57491
H -3.40563 0.05382 -1.45047
H -4.05769 1.66078 -1.81496
C -3.07874 -1.00137 -4.38662
N -2.32844 0.13227 -3.90130
C -1.34362 0.11206 -2.97806
Se -0.76270 -1.40227 -2.05773
N -0.91016 1.37428 -2.78935
C -1.62381 2.23943 -3.60982
C -1.57587 3.61397 -3.78801
C -2.47467 4.15122 -4.69274
C -3.38560 3.35373 -5.39326
C -3.42994 1.98218 -5.21908
C -2.52779 1.44306 -4.31613
H -2.72466 -1.89915 -3.88435
H -2.93409 -1.10439 -5.46175
H -4.13770 -0.86013 -4.17056
H -0.14102 1.62128 -2.16134
H -0.86800 4.22192 -3.24744
H -2.46873 5.21606 -4.86666
H -4.07272 3.81976 -6.08334
H -4.13180 1.36578 -5.76003
```

Output
**E_LUMO (alpha / beta)**: -0.75 / -0.77 eV
**Gap between HOMO and LUMO (alpha / beta)**: 7.18 / 7.13 eV
**2S+1**: 3

Below is a structure of composition C28H47NO2P2Rh at a distorted geometry, with properties calculated with ωB97M-V/def2-TZVPD.

XYZ file:
```
81
C28H47NO2P2Rh | the OMol25 dataset | ωB97M-V/def2-TZVPD
Rh -1.62538 -0.32394 0.43846
C -0.82065 2.61758 -0.35452
C -1.44551 1.90548 0.85319
C 0.63118 2.90116 1.40361
C 0.43635 3.09911 0.00507
C -0.46096 2.24006 1.94525
C -1.55137 3.10692 -1.54385
H -2.58309 2.76040 -1.54569
H -1.10709 2.75832 -2.47729
H -1.55529 4.20365 -1.58682
C 1.41339 3.76460 -0.89415
H 1.28801 3.43376 -1.92823
H 2.45428 3.52114 -0.62154
H 1.29766 4.86377 -0.87976
C 1.82209 3.45263 2.09671
H 1.79103 4.55196 2.06496
H 2.76832 3.14917 1.60890
H 1.85657 3.16631 3.15298
C -0.73205 2.16668 3.40464
H -0.94933 3.17918 3.79369
H 0.11011 1.79797 4.00736
H -1.60375 1.54141 3.60705
C -2.85076 2.29279 1.16148
H -2.93073 3.35460 1.45196
H -3.21614 1.66444 1.98474
H -3.48011 2.11941 0.28074
C -1.96495 -3.42462 -2.09973
C -3.00286 -2.67025 -2.47665
C -4.34506 -2.63807 -1.83422
C -4.32338 -2.70794 -0.28457
C -3.14786 -2.08100 0.44809
C -2.03486 -2.77213 0.80529
C -1.70962 -4.17140 0.37011
C -2.03438 -4.54779 -1.10842
H -5.01259 -3.43930 -2.19456
H -4.38006 -3.76553 -0.00182
H -4.83732 -1.70442 -2.15178
H -3.04468 -4.99946 -1.11684
H -1.03962 -3.38579 -2.67628
H -2.96639 -2.15907 -3.43935
H -1.30289 -5.32816 -1.41174
H -0.65047 -4.39366 0.53830
H -1.46592 -2.45932 1.69444
H -2.25651 -4.88147 1.02167
H -5.24110 -2.22153 0.07076
H -3.41100 -1.13238 0.97302
P 0.22343 0.11017 -1.12372
P 0.31796 -0.81891 1.82187
C 0.77236 -1.67185 -0.87239
C 1.08791 -2.00266 0.60299
H 1.69764 -1.73729 -1.47238
H 0.02737 -2.34851 -1.31532
H 0.80822 -3.03607 0.85676
H 2.17865 -1.89849 0.75180
C 1.84733 0.09176 2.19486
H 1.68090 0.93629 2.85460
H 2.30650 0.44224 1.26471
H 2.55308 -0.58523 2.68737
C -0.06397 -1.57024 3.43673
H 0.40399 -2.56148 3.56000
H -1.15131 -1.68487 3.56631
H 0.28550 -0.91375 4.25537
C 0.93012 0.72182 -2.70266
H 0.89562 1.81628 -2.75012
H 0.40217 0.31276 -3.57533
H 1.97440 0.39249 -2.73357
C -1.57961 0.00706 -1.73004
H -2.45952 0.04892 -0.98292
H -1.69120 -0.86071 -2.38455
H -1.82939 0.95897 -2.25795
O 3.62421 -1.13826 -1.85906
C 4.22604 -0.22199 -1.28752
C 5.71448 0.03267 -1.52740
C 5.97356 1.29325 -0.76277
C 4.64580 1.61098 -0.10652
O 4.45641 2.61446 0.58898
N 3.69581 0.67137 -0.39821
H 6.30603 -0.79998 -1.13504
H 5.93617 0.15449 -2.58882
H 6.73651 1.13103 -0.00573
H 6.28157 2.09798 -1.42503
```

Output
**Total charge**: +1
**E_LUMO (alpha / beta)**: -2.70 / -5.39 eV
**Gap between HOMO and LUMO (alpha / beta)**: 7.05 / 5.07 eV
**2S+1**: 5

Below is a structure of composition C28H47OSi4 at a distorted geometry, with properties calculated with ωB97M-V/def2-TZVPD.

XYZ file:
```
80
C28H47OSi4 | the OMol25 dataset | ωB97M-V/def2-TZVPD
C -4.66486 0.46090 -0.98972
Si -2.82898 0.21011 -0.64821
C -1.86491 -0.31293 -2.17885
C -2.06208 1.81145 -0.02379
Si -2.27157 -1.37519 0.97191
Si -3.58935 -0.89276 2.87994
C -5.42852 -0.60689 2.55095
C -3.39101 -2.26027 4.15734
C -2.86906 0.68422 3.60224
Si -3.42201 -3.35114 0.22415
C -5.27553 -3.14343 -0.13550
C -2.56663 -3.90901 -1.36124
C -3.24735 -4.73265 1.49968
O -0.49261 -1.18393 0.99448
C 0.36062 -0.30834 1.51135
C 1.73357 -0.25318 1.14414
H -4.75520 1.28309 -1.71784
H -5.15120 -0.41815 -1.42704
H -5.22945 0.75502 -0.09600
H -1.74078 0.57269 -2.82235
H -0.86026 -0.68199 -1.92209
H -2.38008 -1.09081 -2.75571
H -2.04255 2.52012 -0.86771
H -2.64659 2.26264 0.78783
H -1.03031 1.67375 0.32888
H -5.87076 -0.25794 3.49813
H -5.62142 0.16675 1.79814
H -5.96698 -1.51485 2.25649
H -3.68804 -1.84755 5.13283
H -4.01465 -3.13709 3.95617
H -2.34395 -2.58813 4.23693
H -3.34078 0.83235 4.58547
H -1.78523 0.60436 3.75842
H -3.07297 1.56813 2.98792
H -5.66460 -4.09834 -0.52338
H -5.86401 -2.90299 0.75822
H -5.48769 -2.38184 -0.89547
H -2.88812 -4.93026 -1.60668
H -2.79303 -3.26974 -2.22239
H -1.47420 -3.93149 -1.22978
H -3.50141 -5.69379 1.03210
H -2.20952 -4.80597 1.85832
H -3.89986 -4.60629 2.37071
H 0.00082 0.34555 2.34102
H 2.32001 -0.23003 2.08921
H 2.04278 -0.92978 0.32829
C 8.50080 -0.41959 2.75860
C 7.14863 -0.03069 2.22090
C 6.09532 0.26189 3.09876
C 4.84784 0.67421 2.61725
C 4.53769 0.64724 1.23807
C 3.15895 1.00455 0.71857
C 3.11253 1.54273 -0.62338
C 2.01193 2.13229 -1.17983
C 1.90444 2.52083 -2.56709
C 0.76845 3.24833 -3.02071
C 0.60428 3.60307 -4.35837
C 1.59353 3.31044 -5.31064
C 1.39566 3.66704 -6.74937
C 2.76058 2.66378 -4.87007
C 2.92574 2.28111 -3.53162
C 5.59293 0.30632 0.36414
C 6.86268 -0.05364 0.84510
H 9.21385 -0.59663 1.95404
H 8.89917 0.36422 3.40593
H 8.47463 -1.33345 3.36295
H 6.30533 0.27042 4.17107
H 4.11841 1.05660 3.33038
H 2.57761 1.58976 1.46475
H 4.03768 1.58220 -1.20055
H 1.19119 2.47877 -0.55121
H -0.02518 3.47112 -2.29553
H -0.32192 4.09237 -4.68781
H 2.26460 3.37741 -7.34525
H 0.50853 3.19356 -7.19242
H 1.26268 4.74853 -6.86194
H 3.53465 2.42700 -5.61573
H 3.82579 1.73121 -3.22864
H 5.46706 0.35164 -0.72444
H 7.68420 -0.26899 0.14658
```

Output
**Total charge**: +1
**E_LUMO**: -4.48 eV
**Gap between HOMO and LUMO**: 6.11 eV

Below is a structure of composition C28H48As2N2O2PS3W, with properties calculated with ωB97M-V/def2-TZVPD.

XYZ file:
```
87
C28H48As2N2O2PS3W | the OMol25 dataset | ωB97M-V/def2-TZVPD
W -0.11986 0.25012 0.15768
C -3.64938 -1.28934 3.23939
C -3.33674 -0.70208 1.85013
C -4.60452 -0.10693 1.24126
C -2.20623 0.29817 2.01703
C -2.45555 1.68542 2.09084
C -1.54763 2.56166 2.67131
C -0.30799 2.12507 3.13755
C 0.59108 3.05138 3.88454
C 0.02366 0.76770 2.92433
C -0.92558 -0.14075 2.41822
H -4.45857 -2.01399 3.15576
H -3.97586 -0.50706 3.92614
H -2.78995 -1.79364 3.68498
H -2.97892 -1.51680 1.21580
H -5.10639 0.55655 1.94758
H -5.30972 -0.90586 1.01508
H -4.42045 0.45681 0.32429
H -3.42251 2.06364 1.78400
H -1.82646 3.60103 2.80354
H 1.53289 2.58892 4.16793
H 0.09244 3.36770 4.80519
H 0.78696 3.96146 3.31315
H 0.94775 0.37374 3.32937
H -0.75155 -1.19833 2.58596
C -1.09377 -3.51663 0.81416
As 0.42596 -2.39188 0.41434
C 1.23404 -3.30172 -1.09342
C 1.60312 -2.55977 1.92858
C 1.62114 -3.70322 2.71895
C 2.50222 -3.77614 3.79348
C 3.35902 -2.72142 4.07498
C 3.35068 -1.57780 3.28308
C 2.46724 -1.50307 2.21260
As 2.47235 -0.03635 0.98619
C 3.75289 -0.49385 -0.38077
C 3.30416 1.48319 1.82718
H -0.75759 -4.55259 0.76657
H -1.86496 -3.35668 0.06243
H -1.49342 -3.31062 1.80513
H 1.93735 -4.03789 -0.70533
H 1.76448 -2.62019 -1.75406
H 0.43377 -3.80212 -1.63612
H 0.96235 -4.53883 2.51773
H 2.51744 -4.66326 4.41288
H 4.04177 -2.78822 4.91183
H 4.03437 -0.76780 3.50673
H 4.63757 -0.84387 0.15392
H 3.99436 0.39584 -0.95933
H 3.39317 -1.27956 -1.03783
H 4.37076 1.26514 1.89155
H 2.90132 1.65344 2.82075
H 3.15365 2.36287 1.20512
C 4.72179 4.23006 -1.59920
C 3.28100 4.24378 -2.00341
O 2.68019 2.89935 -1.58902
P 1.20232 2.50183 -1.67155
S 1.10103 0.48010 -1.96816
S 0.25062 2.58404 0.16238
O 0.52413 3.37132 -2.73391
C -0.92205 3.71287 -2.92547
C -1.04719 4.42641 -4.23936
H 5.16854 5.16948 -1.92986
H 5.26325 3.41824 -2.08214
H 4.84010 4.16993 -0.51808
H 3.13332 4.30143 -3.07775
H 2.69598 5.00715 -1.49529
H -1.19329 4.33970 -2.07814
H -1.47208 2.77194 -2.89402
H -0.46182 5.34400 -4.24384
H -2.09415 4.69642 -4.38455
H -0.73627 3.79394 -5.06884
S -2.03454 -0.34012 -1.07891
C -2.14536 -1.35235 -2.55135
N -1.12887 -1.64365 -3.32821
C -1.27826 -2.44420 -4.57030
C -2.48019 -3.36043 -4.43500
C -3.70061 -2.55991 -4.01976
N -3.36364 -1.76068 -2.81600
H -0.24438 -1.19326 -3.15035
H -0.35561 -3.00385 -4.71001
H -1.38957 -1.75643 -5.40968
H -2.27975 -4.14590 -3.70364
H -2.67278 -3.84761 -5.38943
H -4.53882 -3.20104 -3.75758
H -4.02531 -1.87520 -4.80424
H -4.10412 -1.52894 -2.16765
```

Output
**Total charge**: +4
**E_LUMO (alpha / beta)**: -13.68 / -13.31 eV
**Gap between HOMO and LUMO (alpha / beta)**: 6.17 / 6.54 eV
**2S+1**: 2

The evaluated electronic energy for the records listed, in turn: -4455.20143 -7790.32758 -2093.13496 -2328.08005 -7428.96839 Eh.
The evaluated energy above the lowest of the compared OMol25 structures with the same formula, charge and spin for the records listed, in turn: 0.000 0.231 0.312 1.262 0.771 eV.